1.
91
Properties=species:S:1:pos:R:3:mulliken_charge:R:1 method="wB97M-V/def2-TZVPD" homo_lumo_gap_ha=0.320 total_charge=0 lumo_ev=-0.7 spin_multiplicity=1 e_tot_ha=-2803.301233 e_homo_ha=-0.3468
C -4.349 -1.614 1.534 -0.475
O -3.256 -1.089 0.807 -0.302
C -3.027 0.268 1.059 -0.712
C -2.377 0.600 2.410 -0.212
O -2.586 1.971 2.686 -0.338
C -3.440 2.191 3.807 -0.841
C -0.917 0.224 2.511 0.894
F -0.653 -0.277 3.733 -0.371
F -0.640 -0.764 1.637 -0.310
C 0.080 1.356 2.179 0.564
F -0.346 2.081 1.192 -0.263
F 1.199 0.763 1.722 -0.339
C 0.534 2.212 3.388 0.545
F -0.393 2.440 4.264 -0.202
F 0.963 3.370 2.911 -0.311
F 1.543 1.670 4.013 -0.287
H -5.226 -1.600 0.885 0.069
H -4.138 -2.660 1.729 0.230
H -4.561 -1.097 2.467 0.311
H -4.002 0.759 1.048 0.474
H -2.451 0.748 0.265 0.084
H -2.890 0.042 3.193 0.870
H -3.092 1.645 4.681 0.371
H -4.455 1.909 3.529 0.299
H -3.400 3.252 4.014 0.283
O 2.231 -1.741 0.618 -0.574
H 3.007 -1.373 1.061 0.326
H 1.486 -1.275 1.014 0.320
O -1.734 -3.133 3.386 -0.591
H -1.002 -2.578 3.098 0.284
H -1.707 -3.896 2.796 0.344
O 2.299 1.804 7.304 -0.663
H 1.890 1.955 6.445 0.337
H 3.039 1.218 7.114 0.317
O -2.620 -5.983 1.542 -0.635
H -2.145 -6.643 1.024 0.316
H -2.677 -6.372 2.422 0.323
O 5.105 -1.418 0.744 -0.667
H 4.687 -1.296 -0.118 0.275
H 5.835 -2.025 0.556 0.345
O 5.701 -2.895 3.403 -0.633
H 5.855 -2.093 3.914 0.304
H 5.479 -2.572 2.520 0.353
O 3.249 -3.215 -1.917 -0.671
H 2.577 -3.097 -1.232 0.294
H 3.419 -2.310 -2.223 0.322
O 7.757 -2.816 0.471 -0.632
H 8.556 -2.478 0.891 0.283
H 7.832 -2.551 -0.456 0.348
O 1.347 -2.650 -4.065 -0.595
H 0.690 -3.241 -3.682 0.279
H 2.176 -2.912 -3.634 0.364
O -5.225 1.802 -0.903 -0.768
H -4.467 2.334 -1.203 0.422
H -5.198 1.019 -1.467 0.278
O -6.380 -1.022 -1.448 -0.563
H -6.753 -1.889 -1.260 0.261
H -6.905 -0.672 -2.179 0.281
O -2.685 1.559 -1.626 -0.319
H -1.933 2.092 -1.922 0.182
H -2.660 0.780 -2.197 0.252
O 6.493 -3.686 -1.953 -0.632
H 6.776 -4.509 -1.538 0.325
H 5.549 -3.630 -1.748 0.305
O 3.195 -0.429 -2.514 -0.585
H 2.521 -0.306 -1.833 0.250
H 3.385 0.466 -2.830 0.259
O 3.522 2.447 -3.196 -0.594
H 3.781 3.061 -2.498 0.305
H 3.086 2.995 -3.858 0.285
O 2.383 6.197 2.906 -0.657
H 2.065 5.323 3.157 0.380
H 1.804 6.462 2.184 0.305
O 0.706 -0.961 -6.604 -0.645
H 1.181 -1.603 -7.142 0.309
H 0.667 -1.372 -5.731 0.338
O -3.371 0.074 -4.290 -0.564
H -3.770 0.176 -5.161 0.277
H -2.622 -0.513 -4.444 0.283
O -0.526 3.307 -2.613 -0.636
H -0.681 4.048 -2.012 0.337
H 0.434 3.227 -2.647 0.210
O 6.220 0.317 -3.392 -0.618
H 5.979 1.083 -3.925 0.315
H 5.385 0.019 -3.015 0.325
O -3.611 4.417 -2.333 -0.618
H -4.008 4.514 -3.206 0.311
H -2.865 3.827 -2.479 0.257
O -7.317 1.795 -2.860 -0.630
H -6.544 2.164 -2.401 0.374
H -8.064 2.267 -2.479 0.301

---

2.
12
Properties=species:S:1:pos:R:3:mulliken_charge:R:1 method="wB97M-V/def2-TZVPD" homo_lumo_gap_ha=0.416 total_charge=+1 lumo_ev=-3.7 spin_multiplicity=1 e_tot_ha=-210.729700 e_homo_ha=-0.5515
N 0.206 1.691 1.389 -0.541
H 1.059 1.397 1.873 0.370
H -0.161 2.363 2.065 0.367
H -0.363 0.772 1.253 0.436
H 0.238 2.079 0.450 0.358
O -0.679 -0.574 0.622 -0.567
C -0.673 -1.334 -0.331 0.267
C 0.289 -1.167 -1.463 -0.884
H -1.546 -1.976 -0.508 0.356
H 0.929 -0.313 -1.225 0.228
H 0.863 -2.074 -1.696 0.304
H -0.163 -0.863 -2.430 0.307

---

3.
121
Properties=species:S:1:pos:R:3:mulliken_charge:R:1 method="wB97M-V/def2-TZVPD" homo_lumo_gap_ha=0.307 total_charge=0 lumo_ev=-0.2 spin_multiplicity=1 e_tot_ha=-4710.708409 e_homo_ha=-0.3135
N -0.183 3.792 -1.212 0.325
H -0.115 2.776 -1.192 -0.010
H 0.099 4.239 -0.339 0.225
H -1.152 4.098 -1.437 0.465
H 0.462 4.174 -1.898 0.437
N -4.104 2.929 -1.166 -0.437
H -3.371 2.237 -0.936 0.292
H -4.824 2.810 -0.462 0.304
H -4.391 2.772 -2.127 0.321
H -3.642 3.862 -1.144 0.579
C -0.515 -1.058 -0.297 0.145
F 0.679 -1.248 0.238 -0.212
F -0.331 -1.255 -1.635 -0.167
F -1.352 -2.000 0.149 -0.255
S -1.190 0.672 0.242 1.138
O -0.013 1.498 0.035 -0.404
O -2.294 1.062 -0.649 -1.146
O -1.641 0.405 1.601 -0.456
C -5.005 4.859 0.239 -1.385
C -3.477 4.807 0.130 0.046
C -2.866 3.956 1.276 -0.146
O -2.957 4.443 -1.100 -0.921
H -5.549 3.918 0.076 0.337
H -5.482 5.594 -0.410 0.337
H -5.356 5.047 1.259 0.433
H -3.164 5.837 0.356 0.409
H -2.099 4.554 1.770 0.201
H -2.532 3.006 0.865 -0.530
H -3.631 3.776 2.037 0.414
O 3.016 5.198 2.867 -0.625
S 2.582 4.462 1.720 1.055
O 1.305 4.692 1.121 -0.772
O 3.676 4.668 0.474 -0.251
C 5.079 4.597 0.753 -0.428
C 5.615 3.499 -0.163 -0.869
C 2.833 2.695 1.972 -0.568
H 5.321 4.411 1.801 0.335
H 5.488 5.573 0.490 0.363
H 5.228 2.495 -0.003 0.269
H 6.704 3.519 -0.209 0.444
H 5.252 3.825 -1.139 0.093
H 1.961 2.360 2.533 0.220
H 3.792 2.490 2.440 0.421
H 2.812 2.228 0.987 0.107
O 0.884 1.808 5.047 -0.592
S -0.313 2.274 5.665 1.133
O -0.554 1.845 7.027 -0.656
O -0.469 3.890 5.578 -0.355
C 0.430 4.571 4.690 0.369
C 0.116 6.072 4.867 -1.372
C -1.704 1.784 4.631 -0.531
H 0.090 4.317 3.681 -0.169
H 1.440 4.223 4.892 0.484
H 0.302 6.402 5.888 0.388
H -0.904 6.169 4.506 0.333
H 0.830 6.633 4.262 0.338
H -1.551 0.721 4.459 0.252
H -1.665 2.293 3.668 -0.057
H -2.625 2.041 5.149 0.435
O 1.066 2.948 -3.813 -0.706
S 2.378 2.587 -3.334 1.126
O 2.819 3.066 -2.057 -0.449
O 2.533 0.979 -3.376 -0.212
C 2.305 0.331 -4.614 -0.467
C 0.941 -0.343 -4.688 -0.869
C 3.666 3.072 -4.505 -1.290
H 3.121 -0.327 -4.925 0.441
H 2.433 1.015 -5.460 0.318
H 0.871 -0.905 -5.621 0.398
H 0.137 0.382 -4.575 0.304
H 0.796 -1.115 -3.931 0.016
H 4.472 2.354 -4.388 0.336
H 3.852 4.107 -4.226 0.422
H 3.213 3.093 -5.495 0.481
O -5.284 -2.874 4.562 -0.633
S -4.244 -3.041 3.571 1.204
O -3.050 -3.833 3.736 -0.587
O -5.058 -3.549 2.239 -0.386
C -4.258 -4.107 1.178 0.080
C -4.734 -3.504 -0.136 -1.031
C -3.733 -1.387 2.944 -0.604
H -4.315 -5.193 1.105 0.326
H -3.189 -3.904 1.259 0.080
H -5.802 -3.666 -0.284 0.379
H -4.268 -3.986 -0.998 0.263
H -4.441 -2.455 -0.181 0.190
H -4.521 -1.074 2.265 0.361
H -2.855 -1.629 2.346 0.043
H -3.437 -0.751 3.771 0.337
C -1.818 -5.596 -2.507 -0.615
C -2.708 -6.681 -2.296 -0.427
C -2.797 -7.225 -1.041 -0.470
C -2.089 -6.679 0.044 -0.601
C -1.154 -5.669 -0.198 -0.305
C -1.101 -5.055 -1.447 0.147
H -1.734 -5.207 -3.512 0.380
H -3.365 -6.877 -3.131 0.378
H -3.404 -8.075 -0.755 0.358
H -2.070 -6.933 1.095 0.418
H -0.596 -5.235 0.622 0.434
H -0.506 -4.176 -1.661 0.313
C 3.363 -2.345 -0.435 -1.304
C 2.673 -3.656 -0.768 0.662
C 3.094 -4.160 -2.162 -0.420
C 2.542 -5.527 -2.437 -0.160
C 3.210 -6.754 -1.809 -0.477
C 4.740 -6.651 -1.958 -1.241
H 4.441 -2.484 -0.323 0.463
H 3.012 -1.852 0.471 0.369
H 3.283 -1.631 -1.259 0.026
H 2.978 -4.414 -0.043 0.287
H 1.584 -3.593 -0.756 -0.464
H 4.172 -4.071 -2.306 0.468
H 2.688 -3.474 -2.912 0.032
H 1.480 -5.468 -2.188 -0.409
H 2.627 -5.784 -3.499 0.473
H 2.797 -6.799 -0.799 0.328
H 2.915 -7.657 -2.344 0.392
H 5.147 -5.785 -1.436 0.260
H 5.231 -7.521 -1.520 0.402
H 4.975 -6.572 -3.020 0.298

---

4.
12
Properties=species:S:1:pos:R:3:mulliken_charge:R:1 method="wB97M-V/def2-TZVPD" homo_lumo_gap_ha=0.375 total_charge=0 smiles="NC(=O)[C@H]1CN1" lumo_ev=0.8 spin_multiplicity=1 e_tot_ha=-302.586769 e_homo_ha=-0.3450
N 1.789 0.585 -0.545 -0.389
C 0.964 0.255 0.471 0.295
O 1.301 -0.095 1.585 -0.556
C -0.499 0.307 0.215 0.025
C -1.284 -0.523 -0.686 -0.467
N -1.031 -0.787 0.943 -0.536
H 2.771 0.407 -0.413 0.247
H 1.408 0.661 -1.474 0.230
H -0.992 1.264 0.390 0.358
H -0.818 -1.320 -1.275 0.266
H -2.123 -0.065 -1.239 0.290
H -1.484 -0.400 1.797 0.237

---

5.
16
Properties=species:S:1:pos:R:3:mulliken_charge:R:1 method="wB97M-V/def2-TZVPD" homo_lumo_gap_ha=0.397 total_charge=0 lumo_ev=0.4 spin_multiplicity=1 e_tot_ha=-1078.850975 e_homo_ha=-0.3831
C 1.101 -2.145 0.260 -0.921
C 0.423 -1.066 0.539 0.419
C -0.310 2.484 -0.654 -0.865
C -1.010 -1.144 1.058 0.780
O 1.011 0.201 0.596 -0.373
O 1.649 1.125 -1.699 -0.564
O -0.482 -0.044 -1.248 -0.614
F -1.741 -2.031 0.379 -0.259
F -0.959 -1.654 2.299 -0.244
F -1.747 0.004 1.066 -0.254
S 0.559 0.921 -0.840 1.254
H 2.212 -2.121 0.030 0.282
H 0.634 -3.042 0.404 0.366
H -0.815 2.770 0.260 0.335
H 0.413 3.357 -0.823 0.362
H -0.938 2.387 -1.627 0.296

---

6.
81
Properties=species:S:1:pos:R:3:mulliken_charge:R:1 method="wB97M-V/def2-TZVPD" homo_lumo_gap_ha=0.273 total_charge=+1 lumo_ev=-2.0 spin_multiplicity=1 e_tot_ha=-2792.114991 e_homo_ha=-0.3455
W -0.118 0.623 -0.155 2.521
O -0.468 -1.167 -1.511 -0.587
S 0.956 -1.264 -1.971 1.312
O 1.079 -1.438 -3.390 -0.833
O 1.622 -0.065 -1.393 -0.824
C 1.729 -2.633 -1.184 0.167
C 2.052 -3.745 -1.948 -0.368
C 2.684 -4.816 -1.337 -0.736
C 2.980 -4.762 0.018 -0.760
C 2.647 -3.645 0.769 -0.229
C 2.020 -2.552 0.180 -1.465
P 1.518 -1.093 1.180 1.732
C 0.855 -1.953 2.640 0.461
C 1.448 -1.939 3.898 -0.340
C 0.868 -2.640 4.949 -0.698
C -0.297 -3.364 4.745 -0.611
C -0.887 -3.392 3.486 -0.568
C -0.318 -2.686 2.440 -0.556
C 3.081 -0.328 1.684 0.436
C 3.026 0.684 2.645 -0.652
C 4.175 1.370 3.004 -0.748
C 5.386 1.059 2.398 -0.708
C 5.443 0.062 1.436 -0.707
C 4.296 -0.631 1.077 -0.839
H 1.822 -3.753 -3.004 0.571
H 2.947 -5.687 -1.921 0.421
H 3.475 -5.597 0.497 0.452
H 2.874 -3.618 1.828 0.542
H 2.366 -1.390 4.060 0.441
H 1.333 -2.626 5.925 0.454
H -0.744 -3.911 5.564 0.414
H -1.790 -3.966 3.324 0.444
H -0.777 -2.699 1.458 0.348
H 2.081 0.943 3.110 0.600
H 4.121 2.156 3.745 0.461
H 6.282 1.599 2.672 0.411
H 6.384 -0.177 0.958 0.432
H 4.349 -1.403 0.320 0.403
C 0.754 4.157 -2.789 -0.705
N 0.544 3.092 -3.756 -0.258
C 0.085 1.870 -3.441 0.247
N -0.165 1.016 -4.487 -0.479
O -0.179 1.538 -2.275 -0.293
H -0.177 4.676 -2.561 0.288
H 1.461 4.867 -3.211 0.430
H 1.172 3.746 -1.875 0.108
H 0.658 3.315 -4.729 0.228
H 0.291 1.246 -5.359 0.261
H -0.008 0.046 -4.240 0.251
C -1.770 0.201 2.414 -1.032
O -1.231 -0.109 1.145 0.213
H -2.413 -0.623 2.724 0.260
H -2.346 1.127 2.361 0.413
H -0.970 0.317 3.145 0.198
O 1.814 3.475 1.489 -0.702
N 1.191 2.591 0.983 0.764
O 1.366 2.162 -0.211 -0.685
O 0.253 1.939 1.540 -0.482
C -4.689 -1.296 -2.189 -0.751
N -4.104 0.050 -1.972 0.197
C -3.027 0.337 -2.963 -0.879
C -3.610 0.213 -0.546 -1.421
C -3.199 1.641 -0.316 1.251
C -4.238 2.573 -0.247 -0.830
C -3.968 3.930 -0.225 -0.982
C -2.644 4.341 -0.281 -1.036
C -1.623 3.403 -0.321 -0.861
C -1.847 2.022 -0.322 1.297
H -5.086 -1.363 -3.199 0.360
H -5.481 -1.468 -1.465 0.349
H -3.900 -2.034 -2.055 0.293
H -4.832 0.756 -2.099 0.442
H -2.216 -0.368 -2.793 0.320
H -2.656 1.344 -2.794 0.240
H -3.431 0.238 -3.967 0.449
H -2.788 -0.484 -0.428 0.114
H -4.441 -0.090 0.092 0.658
H -5.270 2.233 -0.196 0.479
H -4.771 4.652 -0.157 0.411
H -2.406 5.398 -0.272 0.461
H -0.605 3.771 -0.348 0.619

---

7.
43
Properties=species:S:1:pos:R:3:lowdin_spin:R:1 method="wB97M-V/def2-TZVPD" homo_lumo_gap_ha="0.213 / 0.171" total_charge=+2 lumo_ev="-7.8 / -10.3" spin_multiplicity=5 e_tot_ha=-4578.513808 e_homo_ha="-0.5015 / -0.5507"
C -2.135 2.239 -3.953 0.097
C -1.285 1.783 -2.854 0.472
H -1.571 3.030 -4.474 0.020
H -3.099 2.655 -3.613 -0.001
H -2.364 1.443 -4.674 0.001
O -0.284 2.095 -2.303 0.321
Cl -2.740 -0.482 -1.933 0.281
Rh -0.796 0.474 -0.895 1.270
P 0.718 -1.263 -1.590 0.086
C 2.497 -0.984 -1.392 0.013
C 0.563 -2.987 -0.962 0.006
H -0.573 -1.694 -3.592 0.001
H 1.149 -2.166 -3.789 0.004
H 0.666 -0.443 -3.884 0.001
C 0.466 -1.405 -3.381 0.025
H -0.503 -3.260 -0.925 0.001
H 1.120 -3.674 -1.624 0.002
H 3.068 -1.694 -2.034 0.004
H 2.781 -1.152 -0.332 0.000
H 0.973 -3.029 0.061 0.000
H 2.775 0.054 -1.670 0.001
C 0.903 1.310 -0.403 0.021
O 1.770 2.054 -0.424 -0.010
Cl -1.740 -1.463 0.647 0.319
C 0.509 3.073 3.390 0.015
N -0.119 1.773 3.536 0.025
C -0.938 1.154 2.630 0.049
Se -1.554 1.938 1.050 0.808
N -1.279 -0.033 3.196 0.032
C -0.686 -0.200 4.436 0.030
C -0.853 -1.159 5.432 0.004
C -0.218 -0.918 6.670 0.022
C 0.543 0.260 6.880 0.030
C 0.686 1.214 5.865 0.000
C 0.066 0.950 4.657 0.032
H -0.012 3.619 2.596 0.012
H 1.570 2.965 3.127 0.001
H 0.432 3.599 4.345 0.000
H -1.802 -0.765 2.646 0.002
H -1.452 -2.040 5.231 0.000
H -0.311 -1.633 7.473 0.001
H 1.011 0.402 7.853 0.001
H 1.252 2.138 5.986 -0.001